Record 1
14
Properties=species:S:1:pos:R:3 method="wB97M-V/def2-TZVPD" multiplicity=1 gap_ev=10.2 e_homo_ha=-0.3456
O -1.98 -0.28 0.86
C -1.03 0.08 -0.12
C -0.11 1.15 0.43
O 1.17 1.40 -0.10
C 1.78 0.25 -0.38
N 1.24 -0.90 -0.12
C -0.15 -1.08 -0.58
H -1.49 -0.58 1.64
H -1.63 0.49 -0.93
H -0.54 2.15 0.56
H 0.59 0.11 1.19
H 2.84 0.37 -0.59
H -0.14 -1.16 -1.67
H -0.54 -2.02 -0.17


Record 2
113
Properties=species:S:1:pos:R:3 method="wB97M-V/def2-TZVPD" multiplicity=1 gap_ev=0.9 e_homo_ha=-0.1987
N -1.28 -0.03 3.57
C -2.10 -0.46 2.89
O -3.03 -0.50 1.92
Nb -2.71 -2.11 0.68
C -2.36 -4.00 -0.52
C -1.19 -3.89 -1.58
C 0.25 -3.38 -0.97
C 0.58 -2.04 -1.66
S 1.74 -1.05 -0.70
O 1.14 -0.50 0.45
O 2.95 -1.79 -0.48
O 2.12 0.18 -1.67
C -3.75 -1.08 -1.08
C -3.33 0.39 -1.21
O -1.98 0.52 -1.62
C -4.22 1.20 -2.20
F -5.36 0.58 -2.52
F -3.60 1.50 -3.36
F -4.59 2.37 -1.65
H -1.10 -1.40 0.20
H -1.90 -2.98 2.09
H -4.30 -2.85 1.26
H -3.28 -4.20 -1.10
H -2.21 -4.94 0.11
H -1.41 -3.28 -2.45
H -1.04 -4.96 -1.99
H 0.29 -3.32 0.16
H 1.11 -4.09 -1.29
H -0.36 -1.48 -1.72
H 0.90 -2.23 -2.68
H 1.29 0.52 -2.05
H -4.83 -1.21 -0.90
H -3.44 -1.60 -2.01
H -3.45 0.87 -0.24
H -1.88 0.11 -2.48
C -4.75 5.92 -3.82
C -3.92 5.09 -4.78
O -2.91 4.40 -4.08
H -4.12 6.63 -3.28
H -5.53 6.47 -4.36
H -5.23 5.29 -3.07
H -3.43 5.73 -5.52
H -4.55 4.37 -5.32
H -3.34 3.83 -3.44
C -3.40 -0.71 8.42
C -3.45 -2.21 8.65
O -4.31 -2.84 7.69
C -3.75 -3.11 6.51
O -2.63 -2.87 6.20
C -4.77 -3.81 5.60
F -5.97 -3.25 5.66
F -4.92 -5.11 5.96
F -4.37 -3.79 4.34
H -4.40 -0.29 8.42
H -2.81 -0.23 9.20
H -2.95 -0.48 7.46
H -3.88 -2.42 9.63
H -2.46 -2.65 8.63
Ca 0.05 -5.58 -0.87
N -5.78 0.95 3.17
O -5.42 0.85 4.35
O -5.44 1.94 2.48
O -6.50 0.06 2.66
C -0.68 -7.33 -6.04
C -0.20 -6.59 -4.79
O 0.08 -7.31 -3.78
O -0.14 -5.35 -4.86
H -0.71 -8.41 -5.88
H -1.68 -6.99 -6.31
H 0.00 -7.12 -6.87
O 6.12 -2.26 3.84
P 6.95 -2.12 2.58
N 8.49 -2.02 3.32
C 9.57 -1.11 3.07
C 8.98 -3.29 3.83
N 6.27 -0.60 2.06
C 6.77 0.66 2.59
C 4.80 -0.59 2.12
N 7.63 -2.39 0.94
C 8.01 -1.33 0.08
C 6.83 -3.38 0.19
H 10.19 -1.41 2.21
H 10.23 -1.06 3.94
H 9.24 -0.09 2.91
H 9.45 -3.89 3.04
H 8.17 -3.88 4.26
H 9.71 -3.14 4.63
H 6.88 0.65 3.68
H 6.11 1.48 2.32
H 7.73 0.92 2.13
H 4.43 -0.42 3.13
H 4.39 -1.54 1.77
H 4.41 0.19 1.46
H 7.06 -0.73 -0.34
H 8.54 -1.74 -0.78
H 8.68 -0.61 0.54
H 5.87 -2.95 -0.13
H 6.63 -4.26 0.81
H 7.37 -3.72 -0.70
C -4.09 8.99 -6.38
C -2.90 9.04 -5.45
O -2.63 10.47 -5.30
S -4.01 11.27 -5.39
O -4.45 11.54 -4.05
O -3.88 12.31 -6.34
O -4.91 10.11 -5.98
H -3.80 9.14 -7.42
H -4.64 8.06 -6.29
H -2.03 8.53 -5.84
H -3.15 8.64 -4.47
K -4.92 13.10 -3.11
Li -2.00 11.41 -2.79
Br 6.54 0.10 -1.86


Record 3
116
Properties=species:S:1:pos:R:3 method="wB97M-V/def2-TZVPD" multiplicity=1 gap_ev=7.3 total_charge=-1 e_homo_ha=-0.1830
N 0.58 1.16 -1.15
B -0.38 1.41 -2.28
O 0.13 2.15 -3.44
C -1.92 0.90 -2.35
N -2.84 1.54 -1.36
C -1.88 -0.70 -2.01
O -1.74 -1.04 -0.79
O -1.98 -1.54 -3.09
H 0.82 0.15 -1.08
H 0.19 1.48 -0.25
H 0.14 1.53 -4.21
H -2.34 1.08 -3.41
H -2.85 2.57 -1.44
H -3.80 1.26 -1.66
C 5.86 2.59 -2.40
C 4.51 2.29 -1.74
C 4.22 3.18 -0.51
O 4.94 2.82 0.67
C 6.27 3.31 0.71
N 4.46 0.87 -1.39
H 6.70 2.18 -1.84
H 5.89 2.15 -3.40
H 6.01 3.67 -2.51
H 3.74 2.49 -2.48
H 3.16 3.06 -0.26
H 4.36 4.24 -0.74
H 6.37 4.29 0.23
H 6.95 2.59 0.25
H 6.56 3.40 1.76
H 3.53 0.65 -1.04
H 5.06 0.73 -0.57
C -7.11 -3.31 -0.63
C -7.31 -1.99 0.10
C -7.43 -0.78 -0.84
O -6.19 -0.34 -1.40
C -5.75 -1.10 -2.52
N -6.23 -1.81 1.08
H -6.09 -3.45 -0.99
H -7.32 -4.15 0.04
H -7.79 -3.40 -1.48
H -8.26 -2.06 0.65
H -7.80 0.07 -0.26
H -8.17 -0.95 -1.63
H -6.58 -1.44 -3.14
H -5.14 -1.94 -2.19
H -5.11 -0.45 -3.12
H -6.42 -0.98 1.63
H -5.39 -1.57 0.55
C 6.39 -1.91 1.09
C 6.85 -1.98 -0.36
C 7.11 -3.42 -0.85
O 8.33 -3.99 -0.38
C 8.26 -4.51 0.93
N 8.03 -1.13 -0.53
H 7.20 -2.04 1.80
H 5.95 -0.93 1.30
H 5.62 -2.66 1.30
H 6.04 -1.57 -0.98
H 7.20 -3.39 -1.94
H 6.26 -4.08 -0.63
H 7.28 -4.95 1.16
H 8.51 -3.74 1.66
H 9.02 -5.30 1.02
H 8.28 -1.10 -1.52
H 8.82 -1.62 -0.10
C -3.44 -6.43 -2.19
C -2.81 -5.04 -2.22
C -1.42 -4.98 -1.55
O -1.45 -4.99 -0.12
C -1.61 -6.28 0.45
N -3.74 -4.08 -1.62
H -3.86 -6.69 -1.21
H -4.26 -6.49 -2.91
H -2.71 -7.20 -2.46
H -2.67 -4.77 -3.27
H -0.96 -4.03 -1.82
H -0.76 -5.77 -1.92
H -1.11 -7.06 -0.13
H -2.67 -6.51 0.57
H -1.17 -6.26 1.45
H -3.36 -3.15 -1.73
H -3.71 -4.23 -0.61
C -3.19 0.35 1.75
C -2.15 0.12 2.84
C -2.68 0.36 4.27
O -2.82 1.74 4.62
C -4.01 2.35 4.14
N -0.98 0.95 2.55
H -3.37 1.41 1.55
H -2.86 -0.10 0.81
H -4.15 -0.11 2.02
H -1.84 -0.93 2.78
H -1.95 -0.05 4.97
H -3.62 -0.18 4.45
H -4.85 1.65 4.12
H -3.84 2.77 3.14
H -4.25 3.18 4.80
H -0.24 0.72 3.22
H -1.22 1.92 2.79
C 0.76 7.26 2.02
C -0.13 6.74 0.90
C -0.59 5.28 1.09
O 0.42 4.31 0.82
C 1.35 4.10 1.87
N 0.56 6.92 -0.39
H 1.78 6.89 1.95
H 0.81 8.35 1.98
H 0.36 6.98 3.00
H -1.04 7.36 0.89
H -1.39 5.07 0.38
H -1.01 5.12 2.09
H 0.88 4.20 2.85
H 2.19 4.79 1.77
H 1.74 3.09 1.77
H -0.08 6.67 -1.14
H 1.29 6.21 -0.44


Record 4
33
Properties=species:S:1:pos:R:3 method="wB97M-V/def2-TZVPD" multiplicity=1 gap_ev=9.5 smiles=O.O.O.O.O.O.O.O.O.O.O e_homo_ha=-0.3793
O 6.31 5.94 -12.74
H 7.04 5.66 -12.18
H 6.61 6.76 -13.13
O 8.54 6.88 -10.41
H 8.22 6.56 -9.56
H 7.97 7.63 -10.62
O 9.61 8.14 -13.06
H 8.69 8.05 -13.33
H 9.58 8.12 -12.10
O 9.72 10.95 -10.57
H 8.95 10.39 -10.74
H 9.70 11.61 -11.26
O 7.88 4.95 -6.46
H 7.98 5.76 -6.96
H 7.27 4.42 -6.98
O 7.46 9.38 -11.01
H 7.03 9.83 -10.29
H 6.96 9.63 -11.79
O 8.31 7.31 -7.71
H 7.66 8.00 -7.81
H 9.15 7.75 -7.84
O 5.49 7.82 -9.27
H 5.20 8.74 -9.32
H 5.44 7.61 -8.33
O 10.94 5.80 -8.33
H 11.31 6.21 -7.55
H 11.38 6.24 -9.07
O 8.97 3.82 -8.87
H 8.95 3.65 -7.93
H 9.60 4.54 -8.96
O 10.91 5.51 -11.65
H 11.66 5.96 -11.26
H 10.14 5.99 -11.32


Record 5
56
Properties=species:S:1:pos:R:3 method="wB97M-V/def2-TZVPD" multiplicity=1 gap_ev=9.4 smiles="O=C(NCCOc1ccccc1)[C@H]1CCC(=O)N(C2CCCCCC2)C1" e_homo_ha=-0.3173
O 2.82 2.51 -0.49
C 2.21 1.95 0.39
N 0.90 2.16 0.62
H 0.39 1.60 1.29
C 0.10 3.08 -0.15
C -1.02 3.62 0.74
O -1.74 2.57 1.33
C -2.54 1.77 0.56
C -2.90 0.54 1.13
C -3.72 -0.33 0.45
C -4.19 -0.01 -0.82
C -3.84 1.20 -1.38
C -3.02 2.09 -0.71
H -2.76 3.03 -1.18
H -4.20 1.47 -2.37
H -4.83 -0.69 -1.35
H -3.98 -1.27 0.90
H -2.51 0.29 2.10
H -1.67 4.30 0.17
H -0.60 4.17 1.58
H 0.75 3.89 -0.50
H -0.32 2.58 -1.03
C 2.88 0.93 1.32
C 2.53 -0.49 0.85
N 1.16 -0.83 1.16
C 0.71 -0.63 2.42
O -0.43 -0.86 2.77
C 1.77 -0.09 3.36
C 2.51 1.12 2.80
H 1.89 2.01 2.92
H 3.41 1.29 3.39
H 1.29 0.15 4.31
H 2.48 -0.91 3.55
C 0.31 -1.52 0.19
C -0.07 -0.58 -0.96
H 0.82 -0.13 -1.40
H -0.66 0.22 -0.52
C -0.90 -1.26 -2.05
H -1.55 -2.02 -1.61
C -0.06 -1.87 -3.16
C 0.70 -3.12 -2.76
C 1.65 -2.92 -1.58
C 0.94 -2.86 -0.23
H 0.15 -3.62 -0.23
H 1.64 -3.16 0.56
H 2.34 -3.77 -1.55
H 2.26 -2.03 -1.75
H 1.28 -3.47 -3.62
H -0.01 -3.91 -2.50
H -0.71 -2.12 -4.00
H 0.65 -1.12 -3.52
H -1.56 -0.50 -2.49
H -0.60 -1.74 0.76
H 3.22 -1.20 1.33
H 2.67 -0.57 -0.23
H 3.95 1.07 1.17


Record 6
14
Properties=species:S:1:pos:R:3 method="wB97M-V/def2-TZVPD" multiplicity=1 gap_ev="8.4 / 8.4" e_homo_ha="-0.2910 / -0.2910"
C -0.78 -1.28 0.73
N -0.20 0.01 0.35
C 0.93 0.37 0.93
C -0.68 0.55 -0.80
C -0.30 1.85 -1.18
N 0.01 2.93 -1.47
H -0.32 -2.07 0.12
H -1.85 -1.26 0.57
H -0.58 -1.47 1.79
H 1.40 1.30 0.63
H 1.71 -0.30 -0.91
H 1.29 -0.19 1.78
H -1.52 0.07 -1.28
H 1.18 -0.21 -1.46


Record 7
54
Properties=species:S:1:pos:R:3 method="wB97M-V/def2-TZVPD" multiplicity=1 gap_ev=7.9 smiles="O=C1c2ccccc2C(=O)c2cc(CCCS)ccc21.CCCCCC" e_homo_ha=-0.3313
O 0.87 -3.16 3.33
C 1.12 -2.36 2.39
C 1.08 -2.77 0.83
C -0.02 -3.69 0.28
C -0.02 -4.02 -1.25
C 1.11 -3.38 -2.11
C 2.23 -2.45 -1.56
C 2.23 -2.13 -0.05
C 3.30 -1.17 0.68
O 4.52 -1.17 0.43
C 2.65 -0.17 1.77
C 3.07 1.31 1.91
C 2.33 2.18 2.99
C 2.81 3.72 3.10
C 2.89 4.17 4.64
C 1.55 4.85 5.22
S 0.79 6.16 4.14
C 1.22 1.56 3.87
C 0.79 0.05 3.72
C 1.51 -0.82 2.66
H -0.79 -4.10 1.02
H -0.83 -4.71 -1.65
H 1.10 -3.59 -3.23
H 3.04 -2.02 -2.23
H 3.88 1.72 1.22
H 3.91 3.71 2.71
H 2.24 4.42 2.41
H 3.05 3.20 5.25
H 3.82 4.81 4.85
H 1.86 5.38 6.20
H 0.73 4.11 5.52
H 0.44 5.46 2.97
H 0.65 2.16 4.65
H -0.06 -0.37 4.37
C -1.34 -0.55 -1.74
C -1.44 -0.45 -3.25
C -2.69 0.29 -3.74
C -4.02 -0.37 -3.36
C -4.19 -1.81 -3.85
C -4.17 -1.94 -5.37
H -2.18 -1.12 -1.32
H -0.42 -1.05 -1.45
H -1.34 0.45 -1.28
H -1.39 -1.45 -3.69
H -0.55 0.09 -3.62
H -2.63 0.40 -4.82
H -2.68 1.30 -3.33
H -4.83 0.24 -3.77
H -4.14 -0.35 -2.28
H -5.15 -2.19 -3.48
H -3.42 -2.46 -3.42
H -4.96 -1.34 -5.82
H -4.33 -2.98 -5.66
H -3.22 -1.62 -5.79


Record 8
65
Properties=species:S:1:pos:R:3 method="wB97M-V/def2-TZVPD" multiplicity=1 gap_ev=5.9 total_charge=+1 e_homo_ha=-0.4029
C -1.36 1.82 -1.99
C -1.05 0.58 -1.02
C 0.51 0.52 -0.54
I 1.52 -0.82 -1.93
C 0.48 0.02 0.98
C -0.42 -1.29 1.24
C 0.15 -1.94 2.61
C -0.94 -2.99 3.23
C -1.92 -2.06 4.14
C -1.57 -1.62 5.64
N -3.06 -1.61 3.62
N 1.45 -2.59 2.26
C 2.29 -1.59 1.52
N 3.40 -2.02 0.88
N 1.83 -0.20 1.61
O 2.77 0.67 1.16
C 2.79 1.89 1.90
O 3.53 2.81 1.46
C 1.92 2.23 3.19
C 1.54 1.27 4.33
C 0.71 1.64 5.59
C 0.22 3.11 5.74
C 0.62 4.10 4.61
C 1.43 3.72 3.34
H -0.76 1.73 -2.95
H -1.15 2.81 -1.42
H -2.49 1.85 -2.23
H -1.73 0.72 -0.09
H -1.34 -0.44 -1.45
H 0.89 1.60 -0.61
H -0.02 0.87 1.59
H -1.51 -0.95 1.38
H -0.28 -2.00 0.35
H 0.26 -1.12 3.42
H -1.56 -3.50 2.42
H -0.41 -3.70 3.95
H -1.73 -0.49 5.82
H -2.25 -2.15 6.42
H -0.50 -1.88 5.95
H -3.54 -1.01 4.33
H 1.93 -2.73 3.18
H 3.49 -2.18 -0.13
H 4.21 -2.29 1.47
H 1.88 0.17 4.25
H 0.49 0.81 6.35
H -0.39 3.37 6.66
H 0.28 5.19 4.74
H 1.69 4.54 2.56
C -0.87 -0.27 -8.08
C 0.24 -0.43 -7.04
C -0.23 -1.13 -5.74
O -0.99 -0.29 -4.87
C -2.36 -0.18 -5.21
N 0.83 0.89 -6.76
H -1.56 0.54 -7.83
H -0.43 -0.02 -9.05
H -1.44 -1.19 -8.19
H 1.01 -1.06 -7.49
H 0.66 -1.42 -5.18
H -0.78 -2.05 -5.96
H -2.76 -1.10 -5.63
H -2.51 0.65 -5.90
H -2.92 0.06 -4.30
H 1.63 0.76 -6.14
H 0.16 1.40 -6.19